[1]
Formula: C42H40BF9N10OPd
Source: OMol25
Level of theory: ωB97M-V with the def2-TZVPD basis set

Structure (XYZ):
```
104
Properties=species:S:1:pos:R:3:mulliken_spin:R:1
Pd -0.240 -0.335 0.322 0.6160
F -2.557 6.415 1.604 0.0467
F -0.819 0.886 -6.502 0.0090
F -3.919 5.261 -0.434 -0.0049
F -0.260 -3.789 -3.843 -0.0046
F -3.214 2.798 -1.279 0.0227
F 0.248 2.706 1.900 0.0245
F -2.707 -2.958 -4.561 0.0097
F -0.466 5.125 2.769 -0.0026
F 1.618 0.063 -5.746 -0.0028
O -1.208 1.473 -0.128 0.3306
N 0.486 -0.933 -1.492 0.2167
N -0.641 -0.008 2.215 -0.0765
N 1.640 1.048 0.111 0.3495
N -3.214 -0.748 -2.470 0.2245
N 2.314 0.888 1.277 -0.0309
N 1.771 -1.542 1.736 -0.0250
N 0.699 -1.937 0.997 0.1020
N -3.990 1.849 -6.114 0.2728
N 0.495 0.226 2.914 -0.0511
N 4.264 -1.950 -3.687 0.3226
C 3.322 1.775 1.336 -0.0026
C -3.803 0.968 1.835 -0.0072
C 2.550 -2.607 1.990 0.0045
C -0.775 3.320 1.340 0.0530
C 0.176 0.635 4.150 0.0038
C 0.626 2.013 -2.623 0.0109
C 0.788 -3.261 0.777 -0.0158
C 4.290 1.908 2.454 0.0013
C -3.130 -1.441 1.889 0.0069
C -3.009 -0.198 -4.946 0.3644
C 0.633 -4.646 -1.246 -0.0074
C -1.209 0.636 4.249 0.0039
C -1.461 -3.519 -0.414 0.0263
C -2.912 4.630 0.125 0.0076
C -3.266 -0.499 -3.594 -0.0410
C -1.470 2.634 0.290 0.1526
C 1.414 4.154 -1.619 0.0140
C -0.396 -2.653 -4.512 -0.0724
C -2.550 3.379 -0.301 0.1458
C 1.792 2.687 -1.897 0.0066
C -3.938 -0.320 3.973 0.0008
C -2.210 5.237 1.181 0.2475
C 2.181 2.062 -0.573 0.0238
C -1.650 -2.224 -4.869 0.0577
C 1.728 -1.762 -3.561 0.3665
C 3.012 2.651 -2.832 0.0034
C 3.111 -1.860 -3.658 -0.0610
C -0.696 -0.284 -5.905 0.0844
C -1.704 0.212 3.018 -0.0254
C 3.277 2.529 0.178 0.0209
C 1.954 -3.709 1.400 -0.0039
C -1.132 4.565 1.780 0.0143
C 1.159 1.011 5.196 -0.0012
C -1.836 -0.927 -5.391 0.0464
C 0.720 -1.810 -4.664 0.1882
C -3.137 -0.129 2.680 0.0189
C 1.109 -1.350 -2.370 0.0389
C -0.456 -5.394 0.870 0.0007
C 3.814 -2.567 2.766 -0.0021
C -3.553 0.921 -5.585 -0.0495
C 0.571 -0.712 -5.514 -0.0042
C -0.136 -4.167 -0.001 -0.0109
B 1.892 -0.131 2.355 0.0174
H -2.164 -3.532 0.416 0.0018
H -4.042 0.619 4.515 -0.0001
H 4.297 -3.540 2.733 0.0001
H -3.649 1.953 2.281 -0.0025
H 1.268 4.678 -2.563 0.0006
H 4.997 2.696 2.213 0.0011
H -0.885 -5.095 1.826 0.0001
H 0.968 -3.803 -1.847 0.0388
H 3.843 3.225 -2.428 -0.0002
H -3.465 -1.052 4.626 0.0003
H -1.905 -4.095 -1.224 0.0001
H 0.633 1.328 6.092 0.0000
H 3.623 -2.317 3.810 0.0009
H 2.741 3.080 -3.796 0.0000
H -1.172 -6.031 0.352 0.0001
H 1.507 -5.230 -0.963 -0.0003
H 3.788 2.171 3.385 0.0002
H -1.784 0.907 5.115 0.0002
H -0.216 1.806 -1.968 -0.0079
H -2.658 -2.232 2.473 0.0009
H -3.414 0.961 0.820 0.0148
H 4.500 -1.821 2.365 0.0005
H 0.484 4.208 -1.050 -0.0027
H -4.937 -0.675 3.727 -0.0002
H 0.433 -5.989 1.067 0.0001
H -1.342 -2.491 -0.766 -0.0094
H -4.875 0.787 1.784 0.0003
H 1.804 0.170 5.450 0.0007
H 4.843 0.984 2.620 -0.0001
H 3.352 1.629 -3.001 -0.0015
H 2.192 4.668 -1.059 -0.0001
H 0.286 2.669 -3.425 -0.0003
H 3.949 3.324 -0.091 0.0024
H -0.014 -5.272 -1.858 -0.0007
H -2.591 -1.298 0.950 -0.0228
H 1.790 1.829 4.851 0.0005
H -4.150 -1.741 1.653 -0.0023
H 2.331 -4.715 1.409 0.0005
H 2.686 -0.139 3.227 0.0006
H 0.959 1.079 -3.065 0.0101
```

The max |F| comes out at 1.123 eV/Å. As for the LUMO energy (spin up / spin down): -0.261 / -0.321 Ha. As for the net charge: +2. The calculation puts the HOMO energy (spin up / spin down) at -13.99 / -14.40 eV. Its calculated total energy is -3298.05122 Ha. The spin multiplicity is 5.



[2]
Formula: C42H40Cl2F6N4O18
Source: OMol25
Level of theory: ωB97M-V with the def2-TZVPD basis set

Structure (XYZ):
```
112
Properties=species:S:1:pos:R:3:lowdin_charge:R:1
Cl 4.351 -1.886 -0.239 0.7297
Cl 0.814 -3.946 -1.626 0.7520
F 6.367 -0.962 -3.667 0.0610
F -1.633 6.512 2.517 0.0542
F -0.211 7.829 4.911 0.0609
F 10.050 -4.474 -2.687 0.0803
F 3.614 -7.308 -0.870 0.0677
F -8.372 -0.513 -4.424 0.0686
O -2.082 4.339 2.100 0.1174
O -2.806 9.522 3.426 0.0739
O 4.608 2.965 -4.750 0.1904
O 3.219 -9.191 -2.046 0.1398
O -0.558 9.481 3.418 0.1336
O 6.148 -6.530 -2.243 0.1800
O 5.757 1.031 -4.529 0.1350
O -7.600 0.554 -2.593 0.1326
O 6.709 -4.726 -3.465 0.0544
O -1.671 10.772 1.935 0.1838
O 1.250 -8.640 -2.982 0.0735
O -3.990 4.564 0.935 0.0921
O 8.298 -5.852 -2.344 0.1462
O -3.284 2.513 1.532 0.1778
O -9.015 -0.273 -1.050 0.0669
O -7.584 1.373 -0.491 0.1792
O 4.601 1.861 -2.787 0.0764
O 2.053 -10.732 -3.215 0.1840
N 0.324 0.478 0.191 0.1994
N -3.787 -1.198 -0.036 -0.1319
N 1.682 -1.825 1.328 0.1845
N -0.983 4.504 6.347 0.0643
C 2.162 -9.632 -2.790 -0.5432
C -0.938 2.212 5.733 -0.0260
C 0.452 -0.505 -2.006 -0.1322
C 8.965 -5.026 -3.281 -0.3133
C 6.971 -5.776 -2.642 -0.5354
C 0.266 3.726 4.394 -0.0096
C 0.588 0.317 1.520 -0.1858
C -0.225 4.674 5.275 -0.1677
C 1.436 -1.700 0.045 -0.2681
C 1.912 -2.830 -0.840 -0.6046
C -3.138 3.688 1.522 -0.5255
C -2.084 5.651 1.568 -0.2909
C -0.930 -1.087 -2.389 -0.2106
C -8.026 0.626 -1.296 -0.5515
C 3.226 -3.009 -1.015 -0.6532
C -3.541 5.881 1.263 -0.0455
C 0.742 -0.556 -0.502 -0.2137
C -4.483 -2.241 -0.572 -0.1016
C 0.151 1.344 2.404 0.0463
C 4.950 2.047 -4.088 -0.5404
C -5.764 -1.126 1.038 -0.0669
C 1.424 -0.854 3.503 -0.0061
C 5.096 0.580 -2.393 -0.0947
C -0.108 2.387 4.622 -0.1710
C -2.401 8.523 4.365 -0.0635
C 3.151 -7.777 -2.055 -0.3302
C -2.428 -0.734 -0.275 -0.1314
C -4.509 -0.540 0.901 -0.0964
C -1.344 3.238 6.575 -0.1377
C 1.674 -7.519 -2.205 -0.0724
C -9.352 -0.879 -2.298 -0.0610
C 0.997 0.133 4.330 -0.0071
C -2.136 -0.344 -1.754 -0.1532
C -0.975 8.915 4.645 -0.3076
C 6.216 0.359 -3.375 -0.3107
C 7.926 -3.986 -3.604 -0.0569
C -5.698 -2.196 0.073 -0.1311
C 3.857 -4.106 -1.844 -0.1113
C -1.679 10.001 2.834 -0.5467
C 0.336 1.274 3.747 -0.1664
C 1.225 -0.793 2.093 -0.1947
C -8.095 -0.668 -3.103 -0.3199
H 4.854 -3.775 -2.153 0.0534
H 4.014 -4.964 -1.166 0.0860
H 1.155 -7.525 -1.245 0.1462
H -9.597 -1.931 -2.169 0.1392
H -2.474 7.537 3.903 0.1120
H 7.177 0.775 -3.067 0.1756
H 1.261 -0.942 -2.608 0.1082
H -3.695 6.566 0.432 0.1463
H -6.558 -0.834 1.713 0.0948
H -4.061 0.317 1.414 0.1015
H -3.026 8.543 5.255 0.1439
H 0.059 5.720 5.046 0.0929
H -0.858 9.650 5.445 0.1752
H -7.342 -1.448 -2.977 0.1691
H -1.708 -1.518 0.034 0.1254
H -1.966 0.737 -1.869 0.1109
H -1.980 3.031 7.438 0.1084
H -3.018 -0.599 -2.366 0.1098
H 1.458 -6.584 -2.716 0.1031
H -1.293 1.199 5.952 0.1182
H 0.901 3.982 3.545 0.1232
H 8.028 -3.587 -4.611 0.1432
H -0.358 2.233 2.026 0.1175
H -4.094 6.247 2.131 0.1469
H 1.943 -1.725 3.909 0.1211
H 3.229 -4.472 -2.661 0.0655
H 5.439 0.592 -1.362 0.1181
H 4.304 -0.162 -2.492 0.1128
H -1.041 -2.163 -2.203 0.0583
H 7.931 -3.158 -2.894 0.1393
H 9.284 -5.628 -4.135 0.1760
H -2.177 0.130 0.352 0.0985
H -6.529 -2.887 -0.071 0.0861
H -4.095 -2.921 -1.320 0.1140
H -1.023 -0.962 -3.483 0.1133
H 3.767 -7.387 -2.867 0.1616
H 0.423 0.573 -2.245 0.1201
H 1.171 0.079 5.405 0.1217
H -10.213 -0.366 -2.733 0.1438
H -1.428 5.693 0.697 0.1804
```

The max |F| comes out at 2.444 eV/Å. As for the LUMO energy: -0.026 Ha. As for the net charge: 0. As for the SMILES: C/C(Cl)=C(\Cl)c1nc2ccc(-c3ccncc3)cc2nc1CCCCn1cccc1.O=C1OC[C@@H](F)O1.O=C1OC[C@@H](F)O1.O=C1OC[C@@H](F)O1.O=C1OC[C@@H](F)O1.O=C1OC[C@@H](F)O1.O=C1OC[C@@H](F)O1. The calculation puts the HOMO energy at -8.01 eV. Its calculated total energy is -4717.43753 Ha.